[1]
C13H12ClF4O19V | ωB97M-V with the def2-TZVPD basis set

Structure (XYZ):
```
50
Properties=species:S:1:pos:R:3:nbo_charge:R:1
V -1.03712 0.34912 -0.70990 1.26
C -3.50431 -0.04403 -1.52138 0.92
O -4.67765 -0.10303 -1.75679 -0.81
O -2.57476 -0.76907 -1.77856 -0.85
O -3.21075 0.95793 -0.89190 -0.84
Cl -0.70107 2.91635 -2.73350 2.58
O -1.09936 3.26053 -1.37459 -0.88
O -0.34239 1.55469 -2.71434 -0.89
O -1.84567 3.00959 -3.58256 -0.83
O 0.39564 3.78377 -3.07410 -0.87
C -2.79618 3.21259 3.78939 -0.15
C -1.31437 3.30546 4.15927 0.43
O -0.70708 2.95695 2.89580 -0.49
C -1.58153 2.01375 2.36479 0.99
O -1.28111 1.30229 1.40760 -0.55
O -2.79801 2.03121 3.00093 -0.45
F -0.99527 2.33218 5.02503 -0.34
H -3.33589 4.01030 3.27901 0.22
H -3.50408 3.02701 4.59719 0.21
H -0.98768 4.23164 4.63209 0.17
C 4.02690 2.01709 0.84834 -0.13
C 4.31042 1.97077 -0.65411 0.44
O 3.02315 1.59394 -1.14385 -0.45
C 2.23057 1.26179 -0.13393 1.01
O 1.08067 0.93154 -0.26106 -0.57
O 2.83395 1.43337 1.03325 -0.46
F 5.19703 1.01582 -0.93612 -0.32
H 3.92765 3.01558 1.27408 0.19
H 4.81989 1.56916 1.44719 0.20
H 4.56294 2.95396 -1.05121 0.17
C -0.87021 -3.73798 3.42637 -0.13
C 0.21496 -4.21329 2.53205 0.45
O 0.04785 -3.42031 1.40379 -0.49
C -0.74631 -2.35024 1.69021 1.00
O -0.82047 -1.34484 1.03520 -0.55
O -1.18127 -2.46382 2.88535 -0.46
F 0.14582 -5.52803 2.32593 -0.32
H -0.67141 -3.76431 4.49776 0.21
H -1.81322 -4.26410 3.27791 0.21
H 1.14722 -3.94824 3.03080 0.13
C 1.32669 -2.39574 -4.80049 -0.12
C 0.03474 -3.26740 -4.61341 0.45
O -0.15854 -3.06908 -3.26135 -0.49
C 0.48082 -1.92626 -2.82935 1.01
O 0.29013 -1.32146 -1.79215 -0.58
O 1.24095 -1.49925 -3.75091 -0.45
F 0.40614 -4.53781 -4.81617 -0.34
H 1.41074 -2.11760 -5.85105 0.21
H 2.24036 -2.96687 -4.63583 0.19
H -0.83928 -2.96575 -5.19065 0.17
```

Calculated values
spin multiplicity: 4
net charge: -1
F_max: 9.588 eV/Å
E_LUMO (spin up / spin down): 1.99 / 1.99 eV
gap between HOMO and LUMO (spin up / spin down): 4.0734 / 4.1774 eV
calculated total energy: -3735.57510 hartree



[2]
C13H12ClFN2 | ωB97M-V with the def2-TZVPD basis set

Structure (XYZ):
```
29
Properties=species:S:1:pos:R:3:nbo_charge:R:1
F 0.89323 2.55893 -1.23278 -0.33
C 0.89075 1.66800 -0.22262 0.26
C 0.86748 2.11123 0.99446 -0.13
C 0.99982 1.40568 2.08319 -0.25
C 1.06461 0.20047 1.80888 -0.19
C 1.32032 -0.33942 0.62168 0.07
Cl 1.46565 -2.20063 0.35987 -0.07
C 1.25713 0.52938 -0.38456 -0.10
C 1.10706 -0.07732 -2.10013 -0.21
N -0.13043 0.07576 -2.76295 -0.60
C -1.04559 -0.94293 -2.27068 -0.30
C -1.56468 -0.60778 -0.91672 0.01
C -1.77215 -1.56399 0.27293 -0.19
C -1.95024 -1.35411 1.55959 -0.28
C -2.38990 -0.06085 1.72222 0.11
N -2.24578 0.82538 0.97516 -0.46
C -2.12437 0.79951 -0.29334 0.06
H 0.91274 3.39768 1.21929 0.20
H 1.05373 1.64727 3.00016 0.22
H 1.24444 -0.48623 2.76463 0.21
H 2.03184 0.46488 -2.45310 0.21
H 1.38798 -1.24297 -2.29384 0.22
H -0.48224 1.03330 -2.62303 0.37
H -1.83647 -0.69093 -2.80017 0.22
H -0.76030 -1.94601 -2.30849 0.22
H -1.42637 -2.61485 -0.09393 0.19
H -2.16328 -2.34153 2.12688 0.24
H -2.48503 0.12781 2.91390 0.12
H -1.98276 1.55947 -1.03100 0.18
```

Calculated values
spin multiplicity: 1
net charge: 0
F_max: 16.290 eV/Å
E_LUMO: 0.35 eV
gap between HOMO and LUMO: 8.9782 eV
calculated total energy: -1171.74932 hartree
structure (SMILES): Fc1cccc(Cl)c1CNCc1cccnc1



[3]
C13H12CsF3O3S6 | ωB97M-V with the def2-TZVPD basis set

Structure (XYZ):
```
38
Properties=species:S:1:pos:R:3:nbo_charge:R:1
Cs -2.34756 -0.21499 0.73453 0.94
C 2.04471 2.92057 0.93135 -0.66
C 2.20497 1.68154 0.10103 0.11
C 2.59479 0.47819 0.68618 -0.25
C 2.69548 -0.68616 -0.06601 0.01
C 3.08261 -1.97582 0.59960 -0.63
C 2.39215 -0.64380 -1.41884 -0.23
C 1.98855 0.53688 -2.02946 0.00
C 1.60483 0.55043 -3.47990 -0.63
C 1.91031 1.69116 -1.25991 -0.27
H 1.32533 2.74437 1.73211 0.26
H 1.67663 3.74977 0.32539 0.20
H 2.99343 3.22623 1.37916 0.20
H 2.74924 0.42502 1.75834 0.21
H 2.63346 -2.04017 1.59126 0.23
H 4.16703 -2.05218 0.71872 0.20
H 2.74978 -2.83739 0.02081 0.21
H 2.41884 -1.55941 -1.99947 0.20
H 2.48022 0.65654 -4.12704 0.20
H 0.92680 1.37560 -3.69698 0.22
H 1.09175 -0.37116 -3.75425 0.23
H 1.54758 2.60958 -1.71001 0.20
S -7.25163 -4.07681 -4.67445 -0.34
C -6.23313 -3.30497 -3.56174 -0.58
S -4.63805 -2.80904 -3.90474 0.48
C -4.22445 -2.07980 -2.37482 -0.41
C -5.22325 -2.11033 -1.43824 -0.41
S -5.31251 -1.52588 0.20606 -0.58
S -6.70020 -2.87606 -1.98007 0.48
S -2.59677 -1.43940 -2.32652 -0.59
F 1.37930 1.86481 4.37764 -0.34
C 0.09987 1.68158 4.74530 0.69
F 0.10774 1.03684 5.92133 -0.33
F -0.42457 2.89734 4.96238 -0.33
S -0.85153 0.73947 3.43897 2.34
O -0.77692 1.63132 2.29660 -1.03
O -2.17411 0.59510 3.99291 -0.98
O -0.11074 -0.48897 3.28278 -0.99
```

Calculated values
spin multiplicity: 1
net charge: -2
F_max: 0.629 eV/Å
E_LUMO: 3.86 eV
ΔE to the lowest compared entry with this formula, charge and spin: 0.507 eV
gap between HOMO and LUMO: 4.4578 eV
calculated total energy: -3437.33086 hartree



[4]
C13H12N9OPRuS4 | ωB97M-V with the def2-TZVPD basis set

Structure (XYZ):
```
41
Properties=species:S:1:pos:R:3:nbo_charge:R:1
Ru -0.47729 0.66407 -0.23661 0.23
O -3.66561 6.39863 1.42809 -0.52
C -3.12864 5.36521 1.18396 0.22
S -3.44008 4.42800 -0.30831 0.37
C -2.31475 3.14842 0.04077 -0.47
C -1.62411 3.21680 1.24288 -0.41
S -0.57930 2.01420 1.69939 0.22
S -1.93219 4.59181 2.26184 0.38
S -2.08979 1.89246 -1.05457 0.48
N 1.65530 0.40938 -2.97348 -0.58
C 0.47985 -0.30506 -3.01920 0.45
N 0.11119 -1.06302 -4.03147 -0.36
N -1.05900 -1.60449 -3.63363 -0.07
N -1.37417 -1.19956 -2.45707 -0.15
N -0.39528 -0.36011 -2.02171 -0.42
C 2.08895 1.07095 -1.85978 0.48
N 3.31636 1.49435 -1.67815 -0.37
N 3.30375 2.05309 -0.43458 -0.05
N 2.15557 1.97778 0.09902 -0.11
N 1.31061 1.35788 -0.79969 -0.43
H 2.28708 0.32933 -3.75195 0.44
C -1.73400 -1.14782 2.64294 -0.95
P -1.27187 -1.18534 0.89003 1.22
C -2.15548 -2.62478 0.25504 -0.97
C 0.49311 -1.57414 0.84232 -0.45
C 1.36587 -0.86616 1.67487 -0.18
C 2.74139 -1.00128 1.52273 -0.19
C 3.24414 -1.81723 0.52768 -0.16
C 2.38127 -2.51690 -0.31863 -0.22
C 1.01749 -2.40060 -0.16660 -0.12
H -1.24988 -0.32169 3.15787 0.26
H -1.45991 -2.09398 3.10938 0.25
H -2.81282 -1.00546 2.71624 0.25
H -1.74135 -3.52656 0.70695 0.25
H -2.07754 -2.65647 -0.82943 0.30
H -3.20762 -2.52813 0.52432 0.25
H 0.98066 -0.20251 2.43881 0.22
H 3.41019 -0.44198 2.16207 0.23
H 4.31467 -1.90781 0.39877 0.23
H 2.78154 -3.13056 -1.11465 0.23
H 0.35168 -2.93072 -0.83648 0.22
```

Calculated values
spin multiplicity: 1
net charge: 0
F_max: 0.663 eV/Å
E_LUMO (spin up / spin down): -2.65 / -2.28 eV
ΔE to the lowest compared entry with this formula, charge and spin: 0.467 eV
gap between HOMO and LUMO (spin up / spin down): 5.8213 / 6.1281 eV
calculated total energy: -3099.64999 hartree



- calculated total energy of number 2 (C13H12ClFN2)?
  -1171.74932 hartree



- Which value of net charge does entry 1 give?
  -1



- What is the formula in the first record?
  C13H12ClF4O19V



- Which of these has the lowest calculated total energy?
  C13H12ClF4O19V